C13H17AuF6N5O5S3 | ωB97M-V/def2-TZVPD

Structure (XYZ):
```
50
Properties=species:S:1:pos:R:3:mulliken_charge:R:1
C 1.7348 -3.3536 4.8138 -0.810
H 2.0405 2.8780 2.8598 0.259
N -2.8540 0.5569 -0.6205 -0.365
H -1.8721 -1.6559 2.4527 0.455
N 0.2064 -1.1135 2.4724 -0.220
H 1.9396 4.2149 1.7286 0.267
H 1.2158 -4.2404 5.1644 0.306
F 0.1455 -0.0397 -4.3000 -0.208
H 0.4538 3.5919 2.5179 0.305
H -1.0372 -3.5437 4.2652 0.426
H -3.2847 1.6409 -3.7662 0.434
Au 0.4510 0.6458 1.3273 1.554
N 2.8260 -0.2780 -1.6227 -0.638
C -3.2237 0.5460 -1.9106 0.891
H -2.2252 3.8494 -4.0366 0.388
C -2.9397 1.6303 -2.7432 -0.854
F 2.8561 -3.4307 -1.0441 -0.218
S 3.1088 -0.9266 -0.2268 1.012
H -1.1429 3.2943 -0.6052 0.270
O 1.5341 1.6765 -2.5539 -0.707
C -0.8892 -1.8483 2.8449 -0.708
C -2.1318 1.5521 -0.1795 -0.003
H 2.6380 -3.6557 4.2883 0.331
F 2.1633 -0.8248 -4.3240 -0.207
H -0.6911 3.8602 -3.1575 0.351
N 0.8669 -2.6056 3.9182 0.136
O 4.4799 -1.2288 -0.0475 -0.606
C 1.2490 -1.5919 3.1374 -0.427
H -4.3086 -1.2501 -1.5810 0.360
N -1.7839 2.5944 -0.9702 0.171
C 2.2685 -2.6056 -0.1975 0.747
O 1.2812 2.4712 0.9677 -0.506
F 0.6027 -1.8749 -3.2501 -0.205
C 1.4146 3.3136 2.0654 -0.731
S -1.7196 1.6314 1.5161 -0.313
F 0.9716 -2.5354 -0.4861 -0.174
H -4.7358 -0.3945 -3.0927 0.400
F 2.3895 -3.0904 1.0449 -0.226
C -1.7761 3.8614 -3.0480 -1.481
O 0.3556 0.0765 -1.1482 -0.487
H 2.2582 -1.2321 3.0315 0.694
S 1.4584 0.3368 -2.0647 1.097
H 2.0095 -2.7424 5.6720 0.326
C -2.1803 2.6719 -2.2598 0.973
C 1.0796 -0.6788 -3.5833 0.571
H -3.2132 -1.2695 -2.9702 0.297
C -0.4829 -2.7820 3.7464 -0.295
H -2.0603 4.7795 -2.5311 0.398
C -3.9296 -0.6607 -2.4105 -1.260
O 2.4830 -0.2203 0.8967 -0.771
```

The net charge is +1. The electronic energy comes out at -3084.71302 a.u. The energy relative to the best compared isomer or geometry (same formula, charge and spin) comes out at 8.5 kcal per mole. The calculation puts the highest occupied orbital energy at -0.4650 Eh. For the molar mass, the calculation gives 730.47 g/mol.

C13H17BBeF4N2 | ωB97M-V/def2-TZVPD

Structure (XYZ):
```
38
Properties=species:S:1:pos:R:3:mulliken_charge:R:1
N 1.5780 -0.1405 -0.2868 0.378
C 2.5512 0.5879 -0.8488 0.122
H -2.8189 2.5975 0.0635 0.242
H 4.4176 -1.9724 -2.0091 0.412
F -0.7690 0.6196 -3.3341 -0.376
H 0.0991 1.8997 2.2647 0.253
H 2.5521 -3.2779 -1.0290 0.349
H 1.8203 1.3870 2.0689 0.324
H -2.4752 -0.5369 1.4997 0.405
H -1.0991 4.0803 -0.7751 0.268
H 4.4237 0.5098 -1.9651 0.397
C 3.6116 -0.0490 -1.4918 -0.824
F -2.3085 1.9213 -2.1653 -0.369
F -2.5120 -0.4035 -2.1975 -0.401
C -1.8246 -1.3827 1.2170 0.188
C 0.7643 1.0718 2.0141 -0.954
Be 0.2380 0.3244 0.6129 -0.038
H -2.5543 3.6136 1.6283 0.341
C -2.1125 2.9429 0.8351 -0.396
H -1.7562 2.0538 1.3864 -0.179
F -0.8217 0.7152 -0.9841 0.127
N -0.5640 -1.1235 0.8377 0.162
H -0.1416 2.8272 -0.0126 -0.211
C -0.1660 -3.3821 0.2419 -0.882
C 3.5920 -1.4470 -1.5402 -0.424
H -0.4357 4.2650 0.9761 0.320
H 0.6994 0.2580 2.7371 0.134
H -3.2933 -2.9747 1.5816 0.384
C 1.5026 -1.4998 -0.3350 0.702
H 0.4954 -4.1462 -0.1672 0.374
H -1.7443 -4.7289 0.7526 0.413
C -1.4300 -3.6886 0.7419 -0.320
C 0.2663 -2.0522 0.2746 0.393
H 2.5173 1.6833 -0.8221 0.461
C -0.9071 3.6111 0.2246 -0.462
C 2.5442 -2.1760 -0.9883 -0.704
C -2.2889 -2.6979 1.2287 -0.801
B -1.6502 0.7102 -2.2354 0.188
```

The electronic energy comes out at -1054.43634 a.u. The energy relative to the best compared isomer or geometry (same formula, charge and spin) comes out at 24.6 kcal per mole. The calculation puts the highest occupied orbital energy at -0.3407 Eh. For the molar mass, the calculation gives 297.11 g/mol.

C13H17BF4FeN3O2PS | ωB97M-V/def2-TZVPD

Structure (XYZ):
```
43
Properties=species:S:1:pos:R:3:mulliken_spin:R:1
C -17.5180 -1.3138 -1.1540 0.008
O -16.0164 -3.9904 -4.8095 0.014
F -13.7342 -5.0103 -1.3160 -0.005
N -9.9903 -4.5184 0.7313 0.004
C -10.0676 -1.5498 0.4654 0.025
H -8.1998 -3.3776 0.4393 0.000
F -14.0018 -5.6794 0.8358 0.000
C -19.0609 -2.3418 -2.6652 0.014
N -11.5869 -3.4015 2.1707 -0.002
N -9.5396 -2.2964 1.5964 0.004
C -10.5560 -4.0581 -0.5629 0.012
H -11.2490 -4.8218 -0.9318 -0.003
H -9.7376 -3.9606 -1.2882 0.001
C -10.5494 -2.5028 2.6243 0.000
H -10.5575 -5.1198 2.6853 0.000
S -14.8797 -1.5889 -1.0830 0.185
H -18.1506 -3.5209 -4.2334 -0.001
C -11.0540 -4.6627 1.8184 0.001
C -17.9995 -2.8890 -3.3551 -0.012
O -14.4005 -3.0120 -3.6485 0.112
C -16.4314 -1.8975 -1.8189 -0.028
H -8.4606 -3.9781 2.1124 0.000
C -12.4187 -2.8245 1.1358 0.001
H -10.4491 -0.5831 0.8309 -0.002
H -9.5655 -5.4548 0.5780 0.000
F -12.2809 -6.4791 -0.3694 -0.001
P -11.4945 -2.4294 -0.4652 -0.006
C -15.6364 -3.2903 -3.8779 0.005
H -20.0857 -2.5421 -2.9850 0.001
Fe -13.3647 -2.9909 -1.9935 3.653
C -16.6783 -2.6715 -2.9657 0.024
B -13.6443 -6.1636 -0.4000 0.016
H -9.2511 -1.3361 -0.2360 -0.001
C -18.8161 -1.5282 -1.5685 -0.008
H -13.2435 -3.5114 0.9022 0.002
H -12.8602 -1.8886 1.5069 -0.006
H -11.8416 -5.3270 1.4493 0.000
F -14.3906 -7.1862 -0.8337 0.000
H -17.3088 -0.6842 -0.2902 -0.005
H -10.0687 -2.9254 3.5157 0.000
H -19.6427 -1.0638 -1.0324 -0.001
C -8.9522 -3.5410 1.2287 0.000
H -10.9964 -1.5359 2.8896 0.000
```

The electronic energy comes out at -3248.10605 a.u. The calculation puts the highest occupied orbital energy (spin up / spin down) at -0.2648 / -0.2667 Eh. Its multiplicity is 5. For the molar mass, the calculation gives 452.99 g/mol. As for the expectation value of S²: 6.023.

C13H17BeIN2 | ωB97M-V/def2-TZVPD

Structure (XYZ):
```
34
Properties=species:S:1:pos:R:3:mulliken_charge:R:1
C -2.6010 1.3111 0.1941 -0.273
C 1.9246 -3.1848 -0.4797 -0.454
H -1.9784 -0.9319 0.3011 -0.282
H 2.9572 -1.7980 -1.7530 0.352
C 3.0445 2.0264 -2.2697 -0.439
H -3.6733 -0.6422 -0.0194 0.471
C -1.8217 0.0537 -2.0733 -0.803
H -2.6093 1.8858 1.1287 0.419
I 0.0679 0.9707 1.8697 -0.461
C 0.8334 2.6862 -1.5806 -0.099
H 2.3486 4.0876 -2.2385 0.365
H 2.7044 -3.9416 -0.5677 0.426
H 0.0860 3.4670 -1.4124 0.365
H -2.9664 -0.3385 1.6239 0.387
H -1.0479 -2.4505 0.9892 0.392
H -1.6568 1.6279 -0.3350 -0.193
C 2.1130 3.0435 -2.0409 -0.819
H -1.1898 -0.5454 -2.7382 0.320
N -0.0659 -1.1891 -0.3766 0.417
H 3.3817 -0.0977 -2.1622 0.209
C 2.0715 -1.9734 -1.1452 -0.827
C 1.3951 0.4284 -1.4714 0.900
H 0.5956 -4.2598 0.8638 0.365
N 0.4944 1.4276 -1.3083 0.098
Be -1.2975 0.1246 -0.3804 -1.030
C -2.8126 -0.2318 0.5399 0.198
H -1.8695 1.0660 -2.4980 0.176
H -3.4273 1.6593 -0.4457 0.375
C 0.7717 -3.3550 0.2877 -0.748
C -0.1855 -2.3454 0.3228 -0.092
C 2.6759 0.7145 -1.9998 -0.997
H -2.8382 -0.3696 -2.0791 0.224
C 1.1054 -0.9530 -1.0347 0.645
H 4.0470 2.2114 -2.6606 0.414
```

The electronic energy comes out at -927.50621 a.u. The energy relative to the best compared isomer or geometry (same formula, charge and spin) comes out at 73.0 kcal per mole. The calculation puts the highest occupied orbital energy at -0.2673 Eh. For the molar mass, the calculation gives 337.21 g/mol.

C13H17Br4N4O5S2Sm | ωB97M-V/def2-TZVPD

Structure (XYZ):
```
46
Properties=species:S:1:pos:R:3:mulliken_spin:R:1
H -1.0922 -3.5671 0.1208 0.000
N 2.0128 0.5657 3.1025 0.000
C -0.2919 3.0080 -3.1422 0.000
H -0.7981 3.9732 0.0265 0.000
N 3.3267 0.2618 2.6920 0.000
H 1.7234 -0.0922 3.8157 0.001
C 3.6639 -0.3051 1.4500 0.000
N -0.4050 3.5212 -0.7826 0.000
C -1.6498 -0.4366 -0.4486 0.002
C -4.3398 -0.5257 0.4288 0.000
H 0.1272 -4.8169 -0.2531 0.000
C 0.5681 1.8226 -2.7635 0.001
H 2.6785 -4.4311 0.2486 0.000
C -3.9340 -1.3024 -0.6520 0.000
Br -3.8780 1.3548 2.5438 0.000
C -3.4006 0.2846 1.0763 -0.002
H 3.9899 0.0008 3.4024 0.000
C 0.7642 2.9257 -0.5507 0.001
H -0.8674 2.7780 -4.0381 0.000
C -2.0663 0.3523 0.6670 -0.008
H -1.9025 2.4697 -1.8131 0.000
C -2.6004 -1.2513 -1.0691 -0.001
Sm 0.7415 0.2682 0.8971 5.037
O 4.7006 -0.9410 1.4158 -0.001
H 0.3305 3.8803 -3.3543 0.000
H -0.2183 -4.3850 1.4737 0.000
C -1.2186 3.3062 -1.9813 0.001
S 1.5860 3.0949 0.9401 -0.005
H 2.2536 -4.0438 1.9553 0.000
H -1.8121 4.2015 -2.1505 0.000
C 2.4756 -3.6327 0.9675 0.000
H 2.1719 1.7354 -1.3237 -0.001
H 1.3347 1.6037 -3.5042 0.000
H 1.9993 1.5041 3.4766 0.000
O -0.3782 -0.3925 -0.8570 -0.011
O 0.5995 -1.8854 1.6146 -0.003
S 1.0517 -2.7697 0.4003 -0.001
C -0.1589 -4.0279 0.4445 0.001
O 2.8288 -0.1029 0.4499 -0.002
N 1.2480 2.1033 -1.4925 0.001
O -1.1756 1.1402 1.2919 -0.010
Br -6.1313 -0.5647 1.0062 0.000
Br -5.1498 -2.4062 -1.5642 0.000
Br -1.9811 -2.2713 -2.5345 0.000
H -0.0411 0.9293 -2.6284 -0.001
H 3.3147 -2.9340 0.9957 0.000
```

The electronic energy comes out at -12851.35237 a.u. The energy relative to the best compared isomer or geometry (same formula, charge and spin) comes out at 0.0 kcal per mole. The calculation puts the highest occupied orbital energy (spin up / spin down) at -0.2770 / -0.2774 Eh. Its multiplicity is 6. For the molar mass, the calculation gives 843.41 g/mol. As for the expectation value of S²: 8.758.

C13H17BrNRuSSe2Te | ωB97M-V/def2-TZVPD

Structure (XYZ):
```
37
Properties=species:S:1:pos:R:3:mulliken_charge:R:1
C 1.3601 -3.1082 -0.1044 -0.740
H -0.4047 3.8944 -2.5705 0.405
H 1.6005 -3.0347 0.9538 0.389
C -0.8238 -0.5575 2.8745 -0.256
H 0.7763 -0.1014 -2.8749 0.381
H 2.6183 -0.1708 4.4638 0.488
H 2.5217 -0.3170 -3.1791 0.397
Se 2.0955 -0.3329 -0.7104 0.297
H -2.0899 5.5746 -3.5993 0.427
C -3.5368 4.9405 -2.0532 -0.184
C 1.7768 0.1847 -2.5638 -1.012
C -2.2902 4.9358 -2.7496 -0.440
Se -0.5197 -2.6091 -0.2164 0.247
H -0.9596 -4.4142 -1.7858 0.377
H 2.0996 -2.4391 -2.0429 0.452
H -1.7808 -0.6700 2.3800 0.459
N 0.2540 -0.2942 2.0905 0.138
S -3.6076 3.8819 -0.7694 0.090
Ru -0.1447 -0.1878 0.1587 0.529
H 3.3181 -2.5145 -0.7676 0.445
Br 0.7095 -0.7283 6.6463 0.032
C -1.9734 3.3595 -1.0827 -0.047
H -1.6127 -0.8871 4.8258 0.482
C -0.9850 -3.3432 -1.9670 -1.016
H 1.4251 -4.1570 -0.3930 0.533
C -0.7288 -0.6852 4.2356 -0.617
H 1.9152 1.2598 -2.6227 0.354
C -1.4108 4.0529 -2.2069 -0.294
H -1.9923 -3.0188 -2.2080 0.385
C 0.5252 -0.5539 4.8348 0.250
H -0.2832 -3.0434 -2.7380 0.353
C 1.6330 -0.2885 4.0323 -0.758
C 2.2771 -2.2809 -0.9818 -0.772
H 2.3069 0.0612 2.0353 0.590
C 1.4677 -0.1637 2.6748 -0.398
H -4.3976 5.5568 -2.2959 0.414
Te -1.1391 2.1993 0.2772 0.622
```

The net charge is +3. The electronic energy comes out at -8697.16521 a.u. The calculation puts the highest occupied orbital energy (spin up / spin down) at -0.6449 / -0.6451 Eh. For the molar mass, the calculation gives 685.85 g/mol.

C13H17CoNO4S2Se2 | ωB97M-V/def2-TZVPD

Structure (XYZ):
```
40
Properties=species:S:1:pos:R:3:mulliken_spin:R:1
C 2.9095 1.9467 0.0313 -0.010
C -3.8364 -3.0852 1.3337 0.002
H -4.6009 -0.6259 1.4988 0.004
C -0.4802 0.8164 -2.5306 0.079
O 4.2360 5.1123 -0.4201 0.002
Se -3.1357 1.1037 0.4445 0.077
S 3.6491 4.0388 -1.1852 0.002
H 4.1665 -0.8634 1.3760 0.000
C -1.8201 -1.6517 1.6297 -0.008
H -1.8911 -3.1508 -0.5908 -0.003
H -4.7325 -3.2892 0.7429 0.000
C 5.3230 0.6575 0.3989 0.002
C -2.6822 -2.4030 -0.6805 0.001
H 0.0516 -0.0479 -2.9648 -0.002
H -4.6336 -0.8212 -0.2519 0.001
H -3.5978 -2.3261 3.1050 0.000
H -3.2045 -3.9825 1.3139 0.000
C -3.9766 -0.6842 0.6111 0.001
H 1.9791 0.2966 1.0336 -0.006
O -2.2838 -1.3224 -1.5086 0.020
C 4.0799 2.4921 -0.4333 -0.001
H -3.5652 -2.8782 -1.1320 0.002
N 2.0413 3.9347 -0.9237 0.034
H 0.1293 1.7036 -2.7415 -0.006
H 6.2627 0.1385 0.5497 0.000
S 0.2177 2.4606 0.3961 0.009
H -1.4248 0.9251 -3.0826 0.006
O -4.2855 -2.8454 2.6743 0.000
H -1.5026 -1.5617 -2.0112 -0.003
C 4.1385 0.0913 0.8636 0.000
Co -0.8965 0.6065 -0.5216 2.677
H 6.2183 2.3372 -0.6331 0.000
C 1.7294 2.8461 -0.2478 0.045
H -1.9807 -0.7279 2.1826 0.005
Se -0.0402 -1.4624 0.7828 0.066
H -1.6982 -2.4776 2.3394 0.000
C 2.9147 0.7315 0.6852 0.004
C 5.3084 1.8804 -0.2614 0.000
O 3.9657 4.0075 -2.5895 0.003
C -3.0514 -1.9202 0.7171 -0.005
```

The net charge is -2. The electronic energy comes out at -7843.32603 a.u. The calculation puts the highest occupied orbital energy (spin up / spin down) at -0.0375 / -0.0513 Eh. Its multiplicity is 4. For the molar mass, the calculation gives 532.27 g/mol. As for the expectation value of S²: 3.766.

C13H17FN2O3S | ωB97M-V/def2-TZVPD

Structure (XYZ):
```
37
Properties=species:S:1:pos:R:3:mulliken_charge:R:1
H -1.7681 0.3431 -0.6092 0.318
C 0.7588 1.1434 -0.0442 0.075
H 0.8214 0.4552 1.8698 0.211
C 2.1448 4.5900 3.5794 -0.661
H 0.8709 -1.0002 0.1462 0.270
C 2.0107 4.6916 2.2068 0.270
N 0.9750 1.2751 1.2992 -0.052
F 2.2653 5.8753 1.6164 -0.317
C 1.8803 3.3668 4.1711 -0.450
C -0.0718 -1.8770 -2.3007 -0.755
H 2.4473 5.4470 4.1586 0.446
H -0.0574 0.2697 -2.4678 0.289
C 0.2891 -0.2618 -0.4193 0.286
C 1.6268 3.6292 1.4109 -0.460
C 0.4763 -0.5048 -1.9181 -0.932
O 0.8993 2.0299 -0.8508 -0.657
H -1.1590 -2.5693 0.0928 0.412
N -1.4533 -1.9701 -1.9028 0.107
C 1.4947 2.2849 3.4035 -0.722
C -1.6868 -1.7977 -0.4938 -0.773
H 1.2911 1.3352 3.8775 0.331
H -2.7608 -1.9000 -0.3371 0.474
C -1.8911 -4.6931 -2.2072 -1.053
H -2.0326 -4.7837 -1.1387 0.331
C 1.3649 2.4065 2.0196 0.585
H 0.5307 -2.6630 -1.8143 0.380
O -3.7609 -2.8337 -2.2492 -0.661
S -2.4235 -3.0299 -2.7192 1.167
H -0.8554 -4.8223 -2.4906 0.332
H -1.3679 -0.2781 1.0011 0.370
C -1.1985 -0.4134 -0.0689 -0.800
O -2.1412 -2.8895 -4.1139 -0.654
H 1.5343 3.7515 0.3453 0.614
H 1.5330 -0.4406 -2.1795 0.407
H -0.0448 -2.0220 -3.3805 0.481
H 1.9761 3.2570 5.2403 0.371
H -2.5175 -5.4012 -2.7325 0.419
```

The electronic energy comes out at -1338.88273 a.u. The energy relative to the best compared isomer or geometry (same formula, charge and spin) comes out at 28.0 kcal per mole. The calculation puts the highest occupied orbital energy at -0.3263 Eh. For the molar mass, the calculation gives 300.35 g/mol.